(1)
14
Properties=species:S:1:pos:R:3:forces:R:3 method="wB97M-V/def2-TZVPD" spin_multiplicity=1 e_tot_ha=-344.7475 homo_lumo_gap_ev=10.5 e_homo_ev=-9.92 molar_mass_g_mol=92.1 smiles=OCC(O)CO de_lowest_kj_mol=264.9
C 1.1930 0.6108 0.0229 5.66 2.95 -0.38
C 0.4239 -0.4254 -0.6947 -3.20 0.50 1.64
C -0.1913 -1.4326 0.2917 -1.12 0.62 0.99
H -0.3663 1.2564 0.9089 2.72 1.65 -0.25
H 2.0007 0.3544 0.7588 -1.03 -1.48 -0.33
H 1.9912 1.1685 -0.6610 -1.85 -1.15 0.22
H 0.9960 -0.9743 -1.3431 1.75 -1.06 -1.84
H -0.5596 1.2591 -1.5751 -0.36 -4.85 0.92
H -0.6948 -2.3161 -0.1551 0.68 0.48 -0.05
H 0.5622 -1.6874 1.0251 0.31 -0.61 -0.18
H -1.6880 -0.3058 0.4697 -1.56 0.97 -1.30
O 0.5573 1.6886 0.6379 -4.76 -1.35 0.67
O -0.7163 0.1554 -1.3971 1.10 4.30 -0.60
O -1.1905 -0.7529 1.1158 1.67 -0.97 0.50


(2)
14
Properties=species:S:1:pos:R:3:forces:R:3 method="wB97M-V/def2-TZVPD" spin_multiplicity=1 e_tot_ha=-718.0804 homo_lumo_gap_ev="6.6 / 6.6" e_homo_ev="-14.82 / -14.82" molar_mass_g_mol=128.2 smiles="CC1=[N+](C)N=NC1=S" de_lowest_kj_mol=459.0 total_charge=+1
C 0.5023 -0.0578 0.5047 -3.01 1.71 -3.72
C 1.8584 0.3515 0.5422 2.34 -0.11 2.61
C -0.4672 -0.5382 1.4088 -0.96 -2.03 3.18
C -1.2037 0.0472 -1.4724 -1.02 2.21 -0.40
N 2.1598 0.8462 -0.7641 0.16 -0.17 0.42
N 1.1343 0.7743 -1.4530 0.45 0.95 -1.77
N 0.0244 0.3170 -0.7656 3.14 -1.14 4.50
S 2.8358 0.2796 1.9369 -1.89 0.24 -3.16
H -0.6077 -0.0311 2.3999 0.80 -0.14 -0.85
H -0.3239 -1.6335 1.6884 0.07 1.19 -0.40
H -1.4165 -0.4586 0.9453 -0.90 -0.18 -0.20
H -1.6327 1.0043 -1.9632 1.03 -1.39 0.86
H -1.9626 -0.2825 -0.7561 0.29 -0.37 -0.60
H -0.9007 -0.6184 -2.2518 -0.51 -0.77 -0.48


(3)
26
Properties=species:S:1:pos:R:3:forces:R:3 method="wB97M-V/def2-TZVPD" spin_multiplicity=1 e_tot_ha=-498.1064 homo_lumo_gap_ev=9.9 e_homo_ev=-9.15 molar_mass_g_mol=148.2 smiles="OCCCCO.C=NNC" de_lowest_kj_mol=384.7
C 0.1337 1.9423 0.1767 -0.13 -0.46 -0.73
C -0.8923 1.0630 -0.5488 -0.08 0.75 0.38
C -1.8974 0.5362 0.4376 -0.43 0.05 -0.24
C -2.7049 -0.5989 -0.1700 -0.04 0.28 -0.26
C 2.9172 -0.0548 1.2041 -0.18 -0.62 0.25
C 1.0482 -2.0697 -1.1128 0.54 0.21 0.85
H 1.7249 2.8950 -0.5319 -0.15 -0.05 0.06
H 0.5994 1.3671 0.9968 -0.30 0.18 -0.18
H -0.3141 2.8604 0.6036 0.04 -0.33 -0.23
H -1.3867 1.6205 -1.3537 0.07 0.17 0.22
H -0.3941 0.2420 -1.0423 0.46 -0.10 0.05
H -2.5490 1.3602 0.7722 -0.05 -0.41 -0.09
H -1.3701 0.1733 1.3176 -0.05 -0.17 0.20
H -2.0678 -1.4937 -0.2896 -0.04 0.39 -0.07
H -3.1049 -0.3335 -1.1760 0.34 0.00 0.50
H -3.7557 -1.8847 0.7877 -0.46 1.22 0.10
H 3.9906 0.0880 1.3489 -0.08 0.06 -0.20
H 2.5008 -0.2564 2.2227 0.02 0.28 -0.76
H 2.4644 0.8505 0.7745 0.32 -0.53 0.07
H 2.5593 -2.0344 0.8905 0.38 -0.01 -0.37
H 1.4408 -3.1019 -1.0332 0.10 0.55 -0.04
H 0.2036 -1.9161 -1.7759 -0.08 0.08 0.15
N 2.7149 -1.2231 0.2865 -1.72 0.34 0.36
N 1.4934 -1.0564 -0.4708 1.02 -0.67 -0.24
O 1.0910 2.2321 -0.8282 0.54 0.55 0.00
O -3.7943 -0.9056 0.6854 -0.03 -1.74 0.23


(4)
172
Properties=species:S:1:pos:R:3:forces:R:3 method="wB97M-V/def2-TZVPD" spin_multiplicity=1 e_tot_ha=-4553.5287 homo_lumo_gap_ev=5.0 e_homo_ev=-4.51 molar_mass_g_mol=1193.6 total_charge=-1
C 6.1595 -1.5026 3.3243 -0.80 0.06 0.01
C 4.8439 -2.4601 3.2454 0.74 0.58 -0.01
C 4.2164 -2.5039 1.7467 0.90 -1.19 1.75
O 3.2908 -1.4021 1.6225 0.02 0.11 -1.14
C 3.0918 -1.0066 0.2486 1.88 -1.09 -1.67
O 3.0384 -2.2501 -0.5331 -1.08 0.45 0.70
O 4.3057 -0.3994 -0.2712 -3.33 -0.43 1.76
P 3.9242 0.5472 -1.7033 1.31 -0.31 -3.13
C 4.1399 2.2662 -0.9155 0.27 1.06 0.56
C 5.5726 2.9490 -1.2015 -0.67 -0.15 0.50
C 6.7181 2.3533 -0.2260 0.25 0.47 -0.08
C 7.9358 3.3831 -0.0819 -0.15 3.19 -0.24
O 7.7988 4.6297 -0.2102 0.35 -4.75 0.39
O 9.2695 2.9230 0.2581 -2.14 0.59 0.62
C 9.4235 2.9454 1.7191 0.17 -0.74 0.35
C 8.9447 1.4977 2.2845 -0.20 0.58 -0.28
O 2.2125 0.5673 -1.3577 -1.50 -0.86 1.86
C 1.8001 -0.0520 -0.0990 2.38 0.73 -0.43
C 0.4059 -0.8213 -0.1990 0.33 0.18 0.37
C -0.8853 0.1503 -0.1694 0.46 0.06 0.76
C -2.2164 -0.6802 0.2730 1.53 -0.15 0.88
S -3.5150 -0.7710 -1.0489 -0.94 0.70 0.85
C -4.8602 0.4910 -0.6981 1.01 1.37 -1.10
S -4.9437 1.7597 -1.8166 -0.15 -2.09 1.99
N -5.7314 0.3625 0.4915 -0.53 1.24 -0.75
C -5.8156 1.6014 1.2832 -0.69 4.35 2.47
C -7.1408 2.4300 1.4297 2.49 1.27 1.76
C -7.1972 3.7357 2.3051 3.41 -1.82 0.02
C -5.9520 4.2598 3.0613 -0.04 -3.33 -2.47
C -4.6103 3.4759 2.8942 -3.30 -1.05 -1.53
C -4.5589 2.1916 2.0290 -2.58 1.22 0.23
C -7.0487 -0.2213 0.1869 -4.25 -2.40 -0.14
C -7.6778 -1.1512 1.2842 -1.71 0.37 -2.40
C -9.0645 -1.8269 1.1438 1.80 2.69 -2.94
C -9.8964 -1.5633 -0.1663 3.40 1.70 0.39
C -9.3145 -0.6298 -1.2897 1.84 -1.25 4.16
C -7.8951 0.0219 -1.0850 -1.38 -1.67 1.89
H 5.7443 -0.4232 3.3560 1.14 -1.62 -0.21
H 6.7894 -1.7159 4.2594 -1.08 0.39 -1.19
H 6.8622 -1.6677 2.4263 -1.27 0.39 1.22
H 5.1835 -3.4909 3.6121 -0.73 1.19 -0.80
H 4.0631 -2.0634 3.9983 1.13 -0.67 -1.27
H 5.0842 -2.4883 1.0054 -1.42 0.25 0.81
H 3.6885 -3.5313 1.6715 0.59 1.68 -0.15
H 2.3010 -2.8133 -0.2103 0.51 0.67 -0.15
H 3.8066 1.1989 -3.0130 -0.63 0.51 0.25
H 5.3233 0.4090 -2.1096 0.04 0.19 0.61
H 3.6341 -0.6524 -2.4898 0.30 -0.08 0.56
H 3.3527 2.9888 -1.3581 1.08 -1.31 0.71
H 3.9433 2.1659 0.2108 0.40 0.45 -1.33
H 5.4194 4.0822 -1.0360 0.70 -1.81 -0.17
H 5.8539 2.7822 -2.3051 -0.35 0.16 1.64
H 7.0799 1.3122 -0.5519 -0.51 1.67 0.39
H 6.2848 2.2269 0.8389 0.67 0.26 -1.56
H 8.8219 3.8124 2.1932 0.88 -1.39 -0.88
H 10.5331 3.1493 1.9182 -1.62 -0.38 -0.32
H 8.2003 1.7087 3.1231 1.07 -0.70 -0.95
H 8.4008 0.9293 1.4371 0.84 1.03 1.44
H 9.8132 0.8369 2.6273 -1.23 1.08 -0.31
H 1.9234 0.8228 0.6350 -1.07 -1.43 -0.30
H 0.3578 -1.5248 0.7227 -0.01 1.09 -1.36
H 0.4324 -1.4776 -1.1419 -0.06 1.05 1.32
H -1.0280 0.7155 -1.1508 0.19 -0.92 1.31
H -0.6596 0.9302 0.6577 -0.48 -1.13 -1.38
H -2.5831 -0.2888 1.2806 0.12 -0.55 -1.52
H -1.8401 -1.7567 0.4741 -1.01 1.58 -0.45
H -8.1248 2.1176 0.9409 1.77 0.30 0.70
H -8.1700 4.3184 2.4156 1.45 -1.07 -0.31
H -6.0416 5.1948 3.7163 0.30 -1.62 -1.14
H -3.6917 3.8710 3.4491 -1.41 -0.87 -1.07
H -3.5767 1.6254 1.9147 -1.48 0.95 0.22
H -7.0897 -1.3234 2.2450 -0.83 0.29 -1.53
H -9.4173 -2.4873 2.0090 0.43 1.07 -1.58
H -10.9192 -2.0514 -0.2943 1.63 0.81 0.17
H -9.9614 -0.4393 -2.2052 1.25 -0.18 1.33
H -7.5217 0.7113 -1.9077 -0.43 -1.08 1.32
C 9.1674 9.6303 2.8858 -0.03 -0.06 -0.03
C 10.0562 9.0509 1.9853 -0.06 -0.05 0.01
C 9.7080 7.8801 1.3180 -0.07 0.10 0.11
C 8.4661 7.2933 1.5440 -0.03 -0.06 0.01
C 7.5759 7.8752 2.4419 0.13 0.10 0.03
C 7.9277 9.0410 3.1161 0.06 -0.03 -0.07
H 9.4406 10.5414 3.4084 -0.02 -0.07 -0.04
H 11.0220 9.5120 1.8038 -0.07 -0.03 0.02
H 10.4036 7.4249 0.6210 -0.08 0.02 0.04
H 8.1928 6.3829 1.0199 0.06 0.14 0.03
H 6.6070 7.4187 2.6170 0.09 0.03 -0.03
H 7.2355 9.4910 3.8200 0.05 -0.02 -0.05
C -9.1449 -5.1967 -0.3132 -0.04 -0.11 0.01
C -8.2091 -5.9790 -0.9842 -0.03 -0.02 0.05
C -8.1403 -7.3474 -0.7416 -0.07 0.06 0.04
C -9.0145 -7.9378 0.1655 0.01 0.07 -0.01
C -9.9530 -7.1586 0.8335 0.01 0.04 0.00
C -10.0162 -5.7883 0.5976 0.11 -0.07 -0.08
H -9.1999 -4.1294 -0.4975 0.07 -0.12 0.00
H -7.5314 -5.5204 -1.6968 -0.05 -0.02 0.08
H -7.4057 -7.9542 -1.2603 -0.06 0.05 0.04
H -8.9640 -9.0056 0.3512 0.00 0.09 -0.01
H -10.6362 -7.6195 1.5398 0.06 0.04 -0.05
H -10.7457 -5.1805 1.1232 0.03 -0.03 -0.03
C 11.0976 -1.5143 0.8796 0.05 -0.03 0.01
C 10.4840 -2.5529 1.5730 0.06 -0.01 0.00
C 11.2396 -3.6297 2.0265 0.07 0.08 -0.04
C 12.6117 -3.6633 1.7948 -0.07 0.07 -0.03
C 13.2259 -2.6228 1.1045 -0.07 0.00 0.01
C 12.4687 -1.5504 0.6430 -0.05 -0.08 0.07
H 10.5075 -0.6764 0.5231 0.04 -0.07 0.02
H 9.4152 -2.5232 1.7595 0.09 0.00 -0.03
H 10.7597 -4.4425 2.5613 0.03 0.07 -0.04
H 13.2018 -4.5006 2.1525 -0.04 0.06 -0.03
H 14.2960 -2.6483 0.9252 -0.09 0.00 0.01
H 12.9468 -0.7420 0.1002 -0.05 -0.05 0.04
C -9.0922 -5.2257 4.8432 0.10 0.03 0.03
C -8.8748 -5.1177 6.2135 0.05 -0.01 -0.03
C -7.6110 -4.7896 6.6944 0.02 0.01 -0.10
C -6.5660 -4.5595 5.8040 -0.10 -0.03 -0.03
C -6.7844 -4.6639 4.4336 -0.03 0.00 0.06
C -8.0460 -5.0011 3.9530 -0.02 0.03 0.04
H -10.0771 -5.4850 4.4685 0.07 0.01 0.02
H -9.6912 -5.2903 6.9076 0.07 0.02 -0.04
H -7.4403 -4.7119 7.7627 -0.03 0.04 -0.09
H -5.5818 -4.2988 6.1787 -0.08 -0.02 -0.03
H -5.9700 -4.4829 3.7394 -0.08 -0.02 0.05
H -8.2147 -5.0878 2.8844 0.02 -0.01 0.06
C 0.8647 0.4110 -4.2843 0.07 0.09 0.13
C 0.8976 -0.8248 -4.9236 -0.12 0.04 -0.12
C 0.2081 -1.0104 -6.1187 -0.02 0.09 0.05
C -0.5072 0.0437 -6.6800 -0.12 -0.05 0.15
C -0.5375 1.2808 -6.0427 -0.01 -0.07 0.07
C 0.1447 1.4636 -4.8429 -0.03 -0.16 -0.16
H 1.4006 0.5540 -3.3490 -0.04 -0.06 -0.12
H 1.4611 -1.6443 -4.4890 -0.01 0.12 0.02
H 0.2288 -1.9762 -6.6133 0.00 0.07 0.01
H -1.0408 -0.0995 -7.6143 0.04 0.01 0.05
H -1.0942 2.1035 -6.4815 0.01 -0.06 0.04
H 0.1166 2.4263 -4.3436 0.04 -0.07 -0.02
C 2.9091 0.7768 -11.4781 -0.05 0.02 0.07
C 3.5328 0.2104 -10.3704 -0.08 0.04 0.01
C 2.9512 0.3208 -9.1109 -0.03 0.02 -0.12
C 1.7399 0.9897 -8.9605 0.09 0.06 -0.05
C 1.1145 1.5529 -10.0687 0.13 -0.06 -0.03
C 1.7007 1.4505 -11.3269 0.03 -0.05 0.05
H 3.3647 0.6935 -12.4595 -0.03 0.01 0.07
H 4.4739 -0.3171 -10.4887 -0.07 0.05 0.01
H 3.4407 -0.1150 -8.2465 -0.07 0.05 -0.05
H 1.2845 1.0717 -7.9808 0.12 0.00 -0.12
H 0.1690 2.0732 -9.9514 0.06 -0.04 -0.02
H 1.2153 1.8946 -12.1898 0.03 -0.04 0.05
C -9.6700 -4.9880 11.9612 0.08 -0.01 -0.05
C -8.6204 -4.3261 12.5907 0.02 -0.05 -0.06
C -7.3327 -4.4082 12.0699 -0.07 -0.04 -0.06
C -7.0963 -5.1450 10.9129 -0.08 0.02 0.05
C -8.1466 -5.8038 10.2814 -0.02 0.01 0.06
C -9.4327 -5.7292 10.8074 0.07 0.07 0.05
H -10.6733 -4.9265 12.3696 0.08 0.00 -0.03
H -8.8060 -3.7461 13.4889 0.02 -0.06 -0.08
H -6.5135 -3.8975 12.5646 -0.07 -0.03 -0.05
H -6.0932 -5.2052 10.5039 -0.08 0.00 0.03
H -7.9624 -6.3770 9.3784 -0.02 0.02 0.09
H -10.2503 -6.2475 10.3178 0.06 0.04 0.03
C -0.3133 5.3242 -9.5572 -0.08 0.01 0.05
C -0.6221 6.6556 -9.8182 -0.06 -0.04 0.05
C -1.5997 7.3037 -9.0694 0.02 -0.10 0.04
C -2.2621 6.6226 -8.0522 0.07 -0.03 -0.07
C -1.9508 5.2923 -7.7886 0.02 0.02 -0.06
C -0.9798 4.6414 -8.5433 -0.01 0.12 -0.06
H 0.4468 4.8180 -10.1434 -0.04 0.03 0.07
H -0.1008 7.1886 -10.6067 -0.04 -0.05 0.07
H -1.8449 8.3398 -9.2776 0.03 -0.07 0.03
H -3.0209 7.1292 -7.4651 0.06 -0.04 -0.04
H -2.4662 4.7619 -6.9943 0.05 0.04 -0.07
H -0.7412 3.6027 -8.3410 0.02 0.09 0.01


Maximum force across the listed records, respectively: 0.12437 0.10900 0.03487 0.09827 Eh/bohr.